{
  "formula": "C17H17NO5S2",
  "method": "ωB97M-V/def2-TZVPD",
  "e_lumo_ha": -0.0119,
  "total_charge": 0,
  "homo_ev": -8.97,
  "orbital_gap_ev": 8.641,
  "smiles": "O=C(C1=C(O)C(=O)N(CCOCCO)[C@H]1c1cccs1)c1cccs1",
  "species": ["O", "C", "C", "C", "C", "C", "S", "H", "H", "H", "C", "C", "O", "H", "C", "O", "N", "C", "C", "O", "C", "C", "O", "H", "H", "H", "H", "H", "H", "H", "H", "H", "C", "C", "C", "C", "C", "S", "H", "H", "H", "H"],
  "positions_angstrom": [[0.945, 1.761, 1.550], [1.282, 0.624, 1.841], [1.856, 0.311, 3.142], [2.312, 1.240, 4.049], [2.742, 0.665, 5.253], [2.589, -0.691, 5.261], [1.941, -1.290, 3.797], [2.825, -1.376, 6.052], [3.140, 1.225, 6.079], [2.332, 2.291, 3.828], [1.089, -0.472, 0.881], [1.779, -1.603, 0.631], [2.856, -2.139, 1.202], [3.069, -2.947, 0.699], [1.197, -2.281, -0.563], [1.626, -3.314, -1.046], [0.158, -1.528, -0.966], [-0.650, -1.789, -2.124], [-0.334, -0.831, -3.275], [-0.801, 0.458, -2.948], [-0.604, 1.403, -3.979], [-1.144, 2.755, -3.509], [-0.324, 3.370, -2.556], [-0.264, 2.806, -1.775], [-2.162, 2.611, -3.122], [-1.182, 3.441, -4.358], [-1.136, 1.085, -4.888], [0.467, 1.493, -4.213], [-0.829, -1.188, -4.190], [0.752, -0.808, -3.456], [-0.440, -2.813, -2.438], [-1.706, -1.687, -1.857], [-0.014, -0.346, -0.141], [-1.368, -0.298, 0.491], [-2.466, 0.379, 0.063], [-3.594, 0.171, 0.888], [-3.333, -0.663, 1.925], [-1.705, -1.215, 1.923], [-3.995, -0.991, 2.700], [-4.553, 0.625, 0.714], [-2.466, 1.000, -0.815], [0.113, 0.556, -0.752]],
  "forces_ev_per_angstrom": [[0.1, -0.3, 0.0], [0.0, 0.3, -0.1], [0.2, -0.1, 0.7], [-0.1, -0.2, -0.4], [0.0, -0.1, 0.1], [-0.2, -0.2, -0.3], [0.1, 0.6, 0.4], [0.1, -0.1, 0.2], [0.1, 0.1, 0.1], [0.0, 0.2, -0.1], [0.2, -0.4, -0.4], [-0.1, 0.4, 0.1], [0.0, -0.1, -0.3], [-0.1, 0.1, 0.0], [-0.1, -0.1, -0.1], [0.2, -0.1, 0.0], [0.1, 0.1, 0.0], [0.1, 0.2, -0.5], [0.0, -0.4, 0.0], [-0.1, 0.1, 0.2], [-0.1, 0.4, -0.1], [0.0, -0.6, -0.4], [0.3, 0.1, 0.4], [0.0, 0.1, 0.0], [0.0, 0.0, -0.1], [-0.1, -0.1, 0.0], [0.0, 0.0, 0.1], [-0.1, 0.0, 0.0], [0.0, 0.0, 0.1], [-0.1, 0.0, 0.0], [-0.1, 0.1, 0.0], [0.1, -0.1, 0.0], [0.1, 0.3, 0.1], [-0.1, -0.1, 0.2], [0.3, -0.1, 0.0], [-0.2, -0.1, 0.2], [0.3, -0.2, 0.1], [-0.2, 0.4, -0.3], [-0.2, 0.0, 0.1], [-0.2, 0.1, 0.0], [0.1, 0.1, -0.2], [0.1, -0.2, 0.2]],
  "nbo_charge": [-0.541, 0.525, -0.341, -0.165, -0.272, -0.389, 0.499, 0.238, 0.228, 0.240, -0.194, 0.290, -0.639, 0.511, 0.614, -0.632, -0.399, -0.241, -0.064, -0.564, -0.088, -0.075, -0.709, 0.472, 0.163, 0.185, 0.169, 0.177, 0.175, 0.176, 0.242, 0.221, -0.080, -0.211, -0.243, -0.256, -0.403, 0.440, 0.236, 0.225, 0.229, 0.249]
}